Record 1
DFT (the ωB97M-V functional and the def2-TZVPD basis) results for a cluster of 3 separate species, C33H73FN2O3P in total in a non-equilibrium geometry.

Structure (ORCA input):
```
! wB97M-V def2-TZVPD RIJCOSX def2/J DEFGRID3
* xyz 1 1
P -6.1148 -4.1763 -1.9103
F -2.3218 -1.3730 2.4582
O 4.3905 5.3994 0.6174
O 6.5266 -5.7259 3.6516
O -3.6508 -3.8515 -1.2609
N -4.5184 -1.3785 -1.6196
N -6.5351 -3.0114 -2.8995
C -5.5783 2.8366 -1.7208
C -3.9267 2.8838 0.2805
C -5.3917 2.9280 -0.1918
C 1.0255 2.1484 0.2477
C 6.4319 6.5789 1.1827
C -5.1699 -2.0560 -0.4654
C -6.6390 1.8270 -2.1474
C -2.6436 -2.9033 -0.9743
C 4.7428 -4.1920 4.2258
C -4.4182 -2.3351 2.0457
C 3.0940 -2.6732 -1.5598
C -0.4023 2.6330 -0.0348
C 5.1253 -5.6265 3.8917
C 6.1854 -2.9553 -1.2705
C 5.7875 5.4948 0.3335
C 3.4576 2.2818 -0.5528
C 2.5372 -1.2730 -1.2540
C -3.0207 -1.5536 -1.5885
C -4.8993 -3.5575 -0.6579
C -4.7547 -1.4046 0.8688
C -1.9737 4.1554 1.3160
C -0.6998 4.0655 0.4754
C -3.2622 4.2530 0.4760
C 5.2287 -2.8005 -0.0952
C 4.3403 -6.1519 2.6998
C -6.3394 0.3670 -1.7492
C 1.9884 2.5497 -0.8707
C -4.8486 0.0755 -1.7381
C 3.7662 0.8068 -0.2731
C 3.5396 -0.1181 -1.4858
C -3.5683 -1.5747 3.0459
C 3.8039 -3.3109 -0.3617
C 6.0123 5.7328 -1.1516
H 3.6790 -4.1075 4.4537
H -5.9137 2.0823 0.2660
H -0.7781 4.7402 -0.3780
H 1.6964 2.0458 -1.7963
H 7.5065 6.6336 1.0062
H -4.6337 2.6346 -2.2285
H 3.7702 -2.5812 -2.4086
H 1.3798 2.6125 1.1703
H 4.0805 2.6310 -1.3776
H -3.9096 -0.7298 0.7349
H -5.0212 -4.1215 0.2682
H 2.1769 -1.2344 -0.2239
H 1.8648 3.6223 -1.0425
H -5.3302 -2.6925 2.5196
H 5.9964 7.5539 0.9472
H 6.2624 6.3869 2.2421
H 4.7964 0.7382 0.0774
H 3.2655 -6.1188 2.8863
H 5.1809 -1.7591 0.2263
H -1.7300 -3.2492 -1.4471
H -2.9970 4.6322 -0.5091
H -7.1607 -4.7099 -1.1349
H -3.9665 4.9216 0.9669
H -2.5893 -0.7243 -1.0340
H -5.5792 -0.7667 1.1900
H -6.7708 1.8688 -3.2300
H -2.6677 -1.4813 -2.6143
H -3.3539 2.3699 -0.5006
H -6.8608 -0.3403 -2.3942
H 6.7364 -5.1748 2.8910
H -5.4777 -5.2562 -2.5349
H -4.4111 0.4053 -2.6824
H 1.0294 1.0669 0.3806
H 5.9418 -2.2888 -2.0973
H 2.2718 -3.3282 -1.8505
H -3.8117 -3.1807 1.7263
H -5.8904 3.8128 -2.0943
H -2.0081 3.2835 1.9705
H 7.1999 -2.7011 -0.9656
H -3.9907 -0.5943 3.2631
H 3.7182 2.8484 0.3426
H 4.5531 -5.5485 1.8119
H 5.3123 -3.8342 5.0833
H 5.6335 -3.3810 0.7367
H -7.6071 2.0902 -1.7240
H -5.8771 3.8252 0.1865
H 4.6235 -7.1802 2.4750
H 3.2168 -3.0955 0.5342
H 4.9380 -6.2622 4.7579
H -4.8730 -1.8265 -2.4749
H 3.2146 0.4831 -2.3338
H 5.5462 4.9424 -1.7409
H 6.2005 4.5237 0.6109
H -2.4525 -2.8053 0.0947
H -3.4091 -2.1327 3.9636
H 3.1468 0.4714 0.5596
H -1.9090 5.0302 1.9638
H -4.3410 0.6245 -0.9537
H 3.9850 6.2414 0.3873
H 1.6634 -1.1120 -1.8908
H 3.8493 -4.3947 -0.4839
H 5.5641 6.6829 -1.4555
H -6.2383 -1.9090 -0.6036
H 7.0756 5.7651 -1.3914
H 6.1796 -3.9754 -1.6543
H -3.8190 2.2688 1.1754
H -6.3742 -3.3026 -3.8575
H -1.0997 1.9439 0.4494
H -0.5900 2.5871 -1.1097
H 0.1600 4.4117 1.0503
H 4.4959 -0.5579 -1.7684
H 4.9660 -3.5341 3.3803
H -6.7415 0.1953 -0.7461
*
```

Computed properties:
Highest occupied orbital energy: -11.5 eV
Total energy: -2077.334364 a.u.

=====

Record 2
DFT (the ωB97M-V functional and the def2-TZVPD basis) results for a cluster of 5 separate species, C33H73N3O5 in total in a non-equilibrium geometry.

Structure (ORCA input):
```
! wB97M-V def2-TZVPD RIJCOSX def2/J DEFGRID3
* xyz -1 2
O 4.2892 -0.0669 -2.3912
O 6.2447 -4.7554 2.3674
O 1.7865 -5.7220 0.0369
O -3.6608 0.4385 -5.0521
O -1.5358 1.3519 2.8559
N -4.3664 0.5561 -3.8322
N -0.6807 2.4680 2.7251
N 3.6430 -0.3417 -1.1394
C -1.0080 3.2873 1.5642
C 0.8217 4.0106 3.7673
C 0.4009 1.9683 4.8805
C -6.6973 0.8789 -4.8287
C 3.8926 0.6385 -0.0508
C -6.0948 1.5231 -2.3789
C -2.5205 3.7819 1.6609
C 6.6223 -2.4164 2.9302
C 3.2908 0.0659 1.3074
C 1.6483 -1.3126 0.0840
C -0.2859 3.0134 4.0233
C 2.2035 -0.7965 -1.3191
C -0.6369 -5.9013 -0.2269
C -1.3946 3.6893 4.8615
C 0.6384 -6.0035 2.1139
C 1.1973 0.2829 -1.8659
C 2.2489 -2.0104 -2.3288
C -4.2063 -0.6564 -3.0871
C -0.9450 2.4715 0.2518
C 3.3795 2.1293 -0.3555
C 5.4845 0.5897 0.2546
C 1.8505 -0.2992 1.2097
C 6.8464 -3.5762 1.8742
C 0.4184 5.1082 2.7340
C -2.7427 -1.1249 -2.8433
C 0.1073 4.3813 1.4036
C 0.5539 -5.4412 0.6892
C -4.7373 -0.3976 -1.6447
C -5.1780 2.9197 -4.2430
C 6.2307 -3.4304 0.4046
C -4.7960 -1.9143 -3.7652
C -5.5562 1.4317 -3.8511
C -6.1748 0.1719 -1.6288
H 1.1993 1.3113 -1.5045
H 1.6211 0.4969 -2.8470
H -0.2004 -5.6023 2.6828
H -1.2820 3.7512 5.9439
H 1.2908 -2.2085 -2.8093
H -5.5893 2.3317 -1.8510
H 5.5944 -2.2511 3.2530
H -2.6503 4.4132 0.7818
H -2.6177 -2.0397 -2.2638
H -0.4516 5.7101 2.9966
H -4.1611 -2.2656 -4.5786
H 1.7673 3.5484 3.4841
H 6.1692 -4.4088 -0.0718
H 2.3509 2.3343 -0.0586
H -2.6977 4.4527 2.5016
H -0.5948 -5.4357 -1.2115
H -4.5219 -1.2082 -0.9485
H 0.9514 4.0404 0.8041
H -6.4465 0.2514 -0.5762
H 2.1105 -2.1953 0.5260
H 5.0755 -0.6173 -2.4085
H 5.1724 -3.2190 0.5577
H 0.0854 2.1557 0.0882
H -4.0288 0.3645 -1.3202
H -0.1658 5.2266 0.7719
H -7.5029 1.6049 -4.9376
H -7.0752 1.9982 -2.4148
H -1.6828 -5.7629 0.0469
H 3.5352 0.7689 2.1038
H -0.3802 1.2319 5.0696
H 2.9047 -1.7194 -3.1494
H 2.4653 -5.5422 0.6915
H -6.1368 0.8223 -5.7619
H -2.1842 -1.3061 -3.7616
H 3.3423 2.3676 -1.4185
H -1.2965 3.0344 -0.6130
H 0.7599 -7.0505 2.3914
H 5.5628 1.0470 1.2409
H -5.7629 -1.7729 -4.2482
H 5.4041 -4.3987 2.6636
H -3.3679 3.1045 1.5558
H 5.9984 1.2320 -0.4606
H 1.1680 4.4623 4.6969
H -6.9202 -0.1648 -4.6070
H 1.1923 0.5640 1.1105
H 0.6094 -1.6148 -0.0474
H 1.5090 -0.7205 2.1552
H 6.7116 -2.6679 -0.2082
H 0.3571 -4.3716 0.7623
H 7.2838 -2.6000 3.7768
H -6.1845 3.3317 -4.1704
H -0.8749 0.7403 3.1887
H 5.9469 -0.3971 0.2289
H -6.9995 -0.4254 -2.0174
H 7.0132 -1.4807 2.5304
H 3.9351 -0.7981 1.4698
H -0.5866 -6.9877 -0.2996
H 1.4424 -5.4745 2.6255
H 2.5090 -3.0145 -1.9939
H 7.9015 -3.7627 1.6742
H -4.7791 3.0354 -5.2508
H -4.4973 3.3668 -3.5185
H 1.3802 1.6024 4.5720
H 0.5652 2.2152 5.9294
H 3.7803 3.0466 0.0757
H -1.5912 4.7048 4.5175
H -2.1334 -0.3665 -2.3518
H 1.2433 5.8194 2.7759
H -2.3615 3.1909 4.7922
H -1.6230 1.6205 0.1879
H -4.9122 -2.7110 -3.0305
H 0.1497 0.0259 -2.0228
H -4.3790 0.2446 -5.6590
*
```

Computed properties:
Highest occupied orbital energy (alpha / beta): 0.6 / -6.0 eV
Total energy: -1841.301806 a.u.
⟨S²⟩: 0.75